a) Below is a cluster of 2 separate species, C3H6 in total, with properties calculated with wB97M-V/def2-TZVPD.

Computed properties:
structure (SMILES): C#C.C
HOMO-LUMO gap: 11.947 eV

Geometry as ORCA input:
```
! wB97M-V def2-TZVPD RIJCOSX def2/J DEFGRID3
* xyz 0 1
C -2.05333 0.64108 -0.00125
C -2.36393 -0.51718 0.00139
H -1.75404 1.63922 -0.01032
H -2.62579 -1.53261 -0.00434
C 1.74928 -0.04540 -0.00680
H 2.69343 0.23529 -0.48742
H 1.01628 -0.39461 -0.72872
H 1.35677 0.81611 0.53434
H 1.98134 -0.84188 0.70313
*
```

b) Below is an isolated molecule of C3H6, with properties calculated with wB97M-V/def2-TZVPD.

Computed properties:
structure (SMILES): C=CC
HOMO-LUMO gap: 11.122 eV

Geometry as ORCA input:
```
! wB97M-V def2-TZVPD RIJCOSX def2/J DEFGRID3
* xyz 0 1
C 1.45073 0.16620 0.07145
C 0.31556 -0.43617 -0.05098
C -1.11682 0.15521 -0.00465
H 1.48899 1.34488 -0.08512
H 2.30939 -0.42200 0.00109
H 0.08535 -1.59284 -0.00732
H -1.70273 0.18045 1.10878
H -1.08729 1.23536 -0.50957
H -1.74317 -0.63108 -0.52368
*
```

Verdict on stability: a) comes out at the bottom.

a) Below is an isolated molecule of C2H7N5O, with properties calculated with wB97M-V/def2-TZVPD.

Computed properties:
structure (SMILES): [H]/N=C/N=C(/NN)NO
HOMO-LUMO gap: 9.572 eV

Geometry as ORCA input:
```
! wB97M-V def2-TZVPD RIJCOSX def2/J DEFGRID3
* xyz 0 1
H -2.21521 -0.41083 2.82050
N -1.57763 -0.44603 2.03828
C -0.51415 0.27349 2.21454
N 0.51057 0.39819 1.33810
C 0.36371 0.17339 0.06782
N 1.33966 0.60175 -0.78380
N 1.75891 -0.02862 -1.95765
N -0.63247 -0.57298 -0.46463
O -1.10615 -0.16242 -1.74207
H -0.31862 0.85860 3.11742
H 2.07387 1.06570 -0.30822
H 1.76846 -1.05352 -1.84386
H 1.09079 0.21400 -2.67949
H -1.41617 -0.70775 0.20496
H -1.02466 -1.01428 -2.26100
*
```

b) Below is an isolated molecule of C2H7N5O, with properties calculated with wB97M-V/def2-TZVPD.

Computed properties:
structure (SMILES): [H]/N=C(\N)N/C(N)=N\O
HOMO-LUMO gap: 8.922 eV

Geometry as ORCA input:
```
! wB97M-V def2-TZVPD RIJCOSX def2/J DEFGRID3
* xyz 0 1
H 2.08238 -0.61172 -1.98510
N 1.61061 -0.62991 -1.06410
C 0.68632 0.27299 -0.97198
N 0.48026 1.25508 -1.91822
N -0.26600 0.32255 -0.00696
C -0.53849 -0.65733 0.99783
N 0.03562 -1.84790 0.84947
N -1.27890 -0.36034 1.98726
O -1.74439 0.94958 1.75242
H -0.16162 2.02362 -1.60283
H 1.33749 1.48317 -2.43593
H -0.64951 1.13579 0.31806
H 0.06305 -2.52771 1.56162
H 0.83907 -1.89324 0.18265
H -2.49590 1.08538 2.33580
*
```

c) Below is an isolated molecule of C2H7N5O, with properties calculated with wB97M-V/def2-TZVPD.

Computed properties:
structure (SMILES): [H]/N=C(/NN)O/C=N\N
HOMO-LUMO gap: 9.944 eV

Geometry as ORCA input:
```
! wB97M-V def2-TZVPD RIJCOSX def2/J DEFGRID3
* xyz 0 1
H 0.46138 -2.12031 -1.85835
N 1.22135 -1.62994 -1.13517
C 0.95754 -0.57676 -0.61786
N 2.03640 0.29642 -0.29835
N 2.09834 0.99851 0.90347
O -0.25321 0.23872 -0.44804
C -1.20641 -0.73450 0.12476
N -2.50912 -0.54238 0.29720
N -2.90567 0.78617 -0.03884
H 3.00034 -0.24720 -0.31668
H 1.20126 0.59491 1.57424
H 1.70125 1.90875 0.35161
H -0.51273 -1.60059 0.37372
H -1.91988 1.35249 0.07695
H -3.37083 1.27569 1.01133
*
```

Verdict on stability: c) comes out at the bottom.

a) Below is an isolated molecule of C2H7NO2Si, with properties calculated with wB97M-V/def2-TZVPD.

Computed properties:
structure (SMILES): C[SiH](C)[N+](=O)[O-]
HOMO-LUMO gap: 10.824 eV

Geometry as ORCA input:
```
! wB97M-V def2-TZVPD RIJCOSX def2/J DEFGRID3
* xyz 0 1
C -0.36442 1.28286 0.18780
Si 0.76577 0.03951 -0.64620
C -0.16521 -1.63062 -0.33830
N 2.41824 0.09542 0.22982
O 3.27842 -0.61418 -0.24032
O 2.70182 0.79678 1.18609
H -0.71806 1.00905 1.23061
H -0.26687 2.34668 0.12446
H -1.44327 1.12873 -0.34308
H 1.62856 0.30416 -1.78210
H -0.34763 -2.15808 -1.33269
H 0.39980 -2.43613 0.15967
H -0.98568 -1.42781 0.35531
*
```

b) Below is an isolated molecule of C2H7NO2Si, with properties calculated with wB97M-V/def2-TZVPD.

Computed properties:
structure (SMILES): C[SiH](C)[N+](=O)[O-]
HOMO-LUMO gap: 10.779 eV

Geometry as ORCA input:
```
! wB97M-V def2-TZVPD RIJCOSX def2/J DEFGRID3
* xyz 0 1
C -1.43544 0.43521 0.83361
Si 0.13406 0.51264 -0.16232
C 0.28106 -0.88477 -1.37696
N 1.51552 0.08959 0.99452
O 2.34952 0.98551 1.17019
O 1.61364 -1.04116 1.43673
H -1.75687 -0.51291 1.25867
H -1.39251 1.36282 1.56367
H -2.15842 0.79983 -0.02437
H 0.30193 1.84896 -0.66846
H -0.41276 -1.70551 -1.02742
H -0.28376 -0.58601 -2.31877
H 1.24402 -1.30420 -1.67909
*
```

Verdict on stability: a) comes out at the bottom.

a) Below is a cluster of 2 separate species, C5H12N2O2 in total, with properties calculated with wB97M-V/def2-TZVPD.

Computed properties:
HOMO-LUMO gap (spin up / spin down): 8.050 / 7.966 eV

Geometry as ORCA input:
```
! wB97M-V def2-TZVPD RIJCOSX def2/J DEFGRID3
* xyz 0 1
C -1.29259 0.20871 -1.24559
C -0.79460 2.19262 0.16489
C 1.61137 -2.23896 -1.13196
C -0.23754 0.86313 -0.28955
C 0.06871 -0.04286 0.77788
N -0.81828 -0.65834 1.53831
N 1.38804 -0.08993 1.24163
O 1.60460 -0.74189 2.26242
O 2.28665 0.49123 0.56969
H -2.11729 0.03673 -0.64467
H -0.93348 -0.76335 -1.53015
H -1.63621 0.82240 -2.01659
H -1.72932 2.23594 0.71419
H -0.81400 2.92675 -0.57544
H -0.01665 2.45781 0.79323
H 1.27746 -2.36745 -0.08875
H 1.03749 -1.59416 -1.78778
H 2.65867 -2.59656 -1.22336
H 0.64470 1.08037 -0.85515
H -0.55892 -1.23426 2.30142
H -1.62880 -0.98793 1.02534
*
```

b) Below is a structure of composition C5H12N2O2, with properties calculated with wB97M-V/def2-TZVPD.

Computed properties:
HOMO-LUMO gap: 7.944 eV

Geometry as ORCA input:
```
! wB97M-V def2-TZVPD RIJCOSX def2/J DEFGRID3
* xyz 0 1
C -0.43382 0.80486 -0.79269
N -1.64691 0.13470 -1.18624
N -0.58569 1.97591 0.01957
C -0.59056 -0.72983 1.57332
C -1.37694 -1.82714 1.56559
H -0.04887 1.19672 -1.74367
H -1.54788 2.08223 0.33378
H -2.17636 -0.12324 -0.35528
H -1.47290 -0.67795 -1.76711
H -0.26093 2.90310 0.26916
H -0.65492 -0.02072 2.38841
H -1.27803 -2.57725 0.79229
H -2.07868 -2.02268 2.35900
C 2.34897 0.62880 -0.85893
C 1.15275 -0.25511 -0.74677
O 0.80038 -0.88307 1.22468
O 0.99822 -1.34663 -1.21517
H 0.92346 -1.77862 0.85462
H 2.46907 0.92699 -1.89904
H 3.24182 0.07230 -0.57060
H 2.21782 1.51662 -0.24490
*
```

c) Below is a structure of composition C5H12N2O2, with properties calculated with wB97M-V/def2-TZVPD.

Computed properties:
HOMO-LUMO gap: 8.980 eV

Geometry as ORCA input:
```
! wB97M-V def2-TZVPD RIJCOSX def2/J DEFGRID3
* xyz 0 1
C 0.31326 -1.12641 2.12310
C 0.08091 -0.08752 1.05176
N 2.40083 0.45005 0.06686
O 1.35452 -0.39891 -0.41648
O -0.07776 1.10063 1.33770
H 3.18120 0.20330 -0.54002
H 2.11539 1.41375 -0.12108
H 1.00211 -0.71480 2.86423
H 0.75039 -2.03327 1.70660
H -0.62981 -1.35304 2.62469
C -0.23399 1.12891 -1.89223
N -2.28803 0.03462 -0.04357
C -1.01192 -0.64057 -0.20059
C -0.17008 -0.25104 -1.32963
H -2.83209 -0.43524 0.67316
H -2.11418 0.97706 0.31068
H -1.09294 -1.72021 -0.08338
H 0.04733 -1.04625 -2.03573
H -1.26442 1.38957 -2.15577
H 0.08014 1.87638 -1.15822
H 0.38914 1.23298 -2.78208
*
```

Verdict on stability: a) comes out at the bottom.

a) Below is a cluster of 2 separate species, C5H12N2O2 in total, with properties calculated with wB97M-V/def2-TZVPD.

Computed properties:
structure (SMILES): C/N=C(\C)O.CC(N)=O
HOMO-LUMO gap: 10.170 eV

Geometry as ORCA input:
```
! wB97M-V def2-TZVPD RIJCOSX def2/J DEFGRID3
* xyz 0 1
C -2.44298 0.16736 0.57577
N -1.35964 1.13646 0.53050
C -0.29394 0.89275 1.19500
C 0.04300 -0.28592 2.04382
O 0.69200 1.79413 1.11383
H -3.00897 0.22700 -0.35953
H -3.12798 0.39932 1.39674
H -2.10173 -0.86768 0.67140
H 0.07914 -1.18519 1.42271
H -0.70556 -0.40639 2.83020
H 1.02367 -0.15499 2.51066
H 0.41678 2.46231 0.45973
C 0.24337 -0.78402 -2.05473
C 1.38264 0.11872 -1.67534
N 2.36542 -0.47432 -0.94015
O 1.45760 1.29366 -2.00878
H 0.45132 -1.24291 -3.02408
H 0.09952 -1.56732 -1.30468
H -0.67744 -0.19784 -2.11590
H 3.13723 0.10759 -0.64037
H 2.32656 -1.43274 -0.62681
*
```

b) Below is a cluster of 3 separate species, C5H12N2O2 in total, with properties calculated with wB97M-V/def2-TZVPD.

Computed properties:
structure (SMILES): CCc1cnc[nH]1.O.O
HOMO-LUMO gap: 9.494 eV

Geometry as ORCA input:
```
! wB97M-V def2-TZVPD RIJCOSX def2/J DEFGRID3
* xyz 0 1
C -0.19844 -2.20069 0.61946
C 1.09725 -1.43138 0.31610
C 1.06091 0.05387 0.14365
C 1.40038 1.06741 0.99569
N 1.61630 2.23552 0.24723
C 1.49510 1.88172 -0.98231
N 1.14624 0.57259 -1.15023
H -0.84154 -1.72737 1.35888
H 0.05944 -3.17387 1.04433
H -0.70340 -2.41365 -0.31976
H 1.76394 -1.71711 1.13881
H 1.65034 -1.80562 -0.55099
H 1.55231 1.06312 2.05789
H 1.69468 2.48761 -1.85360
H 0.66623 0.11338 -1.91794
O -2.80285 0.19064 0.87135
H -2.82500 1.14729 1.04069
H -1.92412 -0.19903 0.87904
O -1.88628 1.33776 -1.67178
H -2.46335 0.67214 -1.36022
H -1.55812 1.84567 -0.90628
*
```

Verdict on stability: b) comes out at the bottom.

a) Below is a cluster of 3 separate species, C5H12N2O2 in total, with properties calculated with wB97M-V/def2-TZVPD.

Computed properties:
HOMO-LUMO gap: 9.749 eV

Geometry as ORCA input:
```
! wB97M-V def2-TZVPD RIJCOSX def2/J DEFGRID3
* xyz 0 1
C 2.26669 -1.72646 -0.44461
C 2.22210 -0.25403 0.05310
C 0.69101 1.65387 0.24703
C -2.64823 -0.21246 0.05456
C -1.85771 0.85512 -0.54317
H 1.49807 -1.98309 -1.12855
H 2.02190 -2.47973 0.42120
H 3.39486 -2.00027 -0.75252
H 0.36888 -0.28013 -0.70234
H 1.72435 1.91747 0.55237
H 0.10996 2.38764 -0.54576
H 0.18088 1.66701 1.33974
H -2.57580 -1.37381 1.61566
H -0.58792 -1.18518 0.80765
H -2.08383 0.81233 -1.54579
H -0.82982 0.79057 -0.43602
H -2.15234 1.93928 -0.33976
N 1.00533 0.31828 -0.30179
N -1.95273 -0.73546 1.11525
O 3.01929 0.43838 0.64067
O -3.81493 -0.54933 -0.10693
*
```

b) Below is a cluster of 2 separate species, C5H12N2O2 in total, with properties calculated with wB97M-V/def2-TZVPD.

Computed properties:
structure (SMILES): C/C=C(/C)O.NNC=O
HOMO-LUMO gap: 9.157 eV

Geometry as ORCA input:
```
! wB97M-V def2-TZVPD RIJCOSX def2/J DEFGRID3
* xyz 0 1
C -1.25807 -1.31909 -0.96182
C -1.17727 -0.71857 0.41176
C -1.10910 0.57204 0.71860
C -1.00770 1.08331 2.12229
O -1.06485 1.58648 -0.20062
H -0.98138 -0.61694 -1.75099
H -0.59719 -2.18714 -1.02336
H -2.27197 -1.66801 -1.16214
H -1.21305 -1.42418 1.22649
H 0.03702 1.07308 2.43174
H -1.37858 2.10476 2.16255
H -1.57542 0.45727 2.80372
H -1.12002 1.21967 -1.09187
N 1.75340 0.16783 -2.01751
N 1.71488 0.51542 -0.65617
C 1.83076 -0.34267 0.37249
O 1.80839 -0.02398 1.53816
H 1.43226 -0.79249 -2.12589
H 2.71503 0.21843 -2.36298
H 1.48671 1.48242 -0.46760
H 1.97615 -1.38761 0.03315
*
```

Verdict on stability: a) comes out at the bottom.